Entry 1:
C35H48O33 | ωB97M-V with the def2-TZVPD basis set

Last column: Mulliken charge in e.
CARTESIAN COORDINATES (ANGSTROEM)
1 C 0.2452 -1.6898 -6.2896  0.6522
2 C -3.4344 -0.4145 5.2896  0.5411
3 H 6.5683 -0.1735 1.3063  0.1738
4 C -2.8072 0.6496 3.4243  0.2884
5 O -4.2124 -3.2099 -3.7648  -0.4175
6 H -4.7552 -4.5510 3.4757  0.3076
7 C -4.6332 -2.1254 -4.4338  0.4987
8 C 3.8405 -0.8171 -0.6352  -0.7490
9 O -4.0558 0.7965 5.3224  -0.3833
10 C -4.4359 -3.5104 3.5152  -0.3625
11 H 2.6926 -3.1393 0.6232  -0.7181
12 O 5.4818 1.8244 3.5156  -0.5088
13 H 2.3993 4.2405 2.0153  -0.2005
14 H 5.8682 -0.7563 -1.0325  0.3083
15 H -2.1603 -1.0766 -3.5775  -0.8074
16 C 4.1711 3.4746 0.8467  0.1380
17 O -3.8929 3.9898 1.3308  -0.3875
18 C -3.6503 -2.2598 1.7832  0.5651
19 H -2.8048 2.3999 4.8628  0.1414
20 H -4.2985 2.2053 3.9182  0.2764
21 H -1.3032 3.7680 -5.0022  0.2232
22 C 1.1349 1.2035 3.9681  0.1356
23 O 1.4234 -5.5840 -0.9895  -0.3737
24 O 0.8541 -3.5349 -0.3528  0.0338
25 O -5.4120 -2.1290 -5.3403  -0.5740
26 C 2.3642 -0.5868 3.1569  0.1186
27 H -0.7977 5.8808 0.9188  0.4016
28 C 0.7037 -2.9149 -4.4435  0.6127
29 C -3.0442 -1.3349 -2.9989  1.2491
30 C -2.8841 3.1240 1.0989  0.3735
31 H 2.2497 0.7590 5.9087  0.3488
32 O -3.3356 -3.2477 2.6442  -0.3148
33 C -1.0808 2.3738 -7.5877  0.6740
34 H -1.8991 0.9418 2.9011  -0.3087
35 H -4.1185 -3.3215 4.5412  0.2298
36 C 1.9658 -3.9330 0.4738  0.7900
37 C -5.5406 -2.5452 2.9966  -0.2857
38 C -0.1860 0.4059 -2.2567  0.0484
39 O 5.5045 -2.5765 -0.3402  -0.4082
40 H -0.0832 2.6049 -4.6570  0.1067
41 O -2.9554 2.1414 0.4402  -0.3859
42 H 0.6223 -2.3336 -3.5246  -0.5065
43 O 2.9068 -0.3343 4.3416  -0.3901
44 O -2.5127 -0.4266 4.3328  -0.2884
45 C -3.0938 -2.8936 -2.9391  0.1807
46 C 0.5051 1.1323 -0.2014  1.3278
47 H -2.8263 1.8820 -5.0840  0.2353
48 O -2.1606 1.8350 -7.0031  -0.3938
49 H -1.9273 4.5604 3.4473  0.1510
50 O -0.2409 2.9159 -6.6748  -0.3852
51 H 3.5161 -1.1267 -1.6314  0.3136
52 O 1.3806 0.2723 2.9312  0.2438
53 O -3.6590 -1.2340 6.1279  -0.5621
54 O -1.7370 3.6139 1.5906  0.0414
55 C 3.4773 4.1015 2.0476  0.0538
56 O 1.5889 -1.6654 -6.1620  -0.3609
57 H 3.7478 0.2712 -0.7322  0.3181
58 C -3.4579 1.6766 4.3700  -0.0926
59 O 5.8718 -2.0497 1.8015  -0.3677
60 H -6.3783 -3.1347 2.6298  0.3464
61 C -1.8737 1.7443 -5.5978  0.2689
62 H 0.2013 -0.8556 0.5125  0.1859
63 O -0.2535 0.3692 -3.4425  -0.3364
64 H 2.8839 -5.8603 0.4141  0.3510
65 H -3.9589 5.5586 2.7951  0.3657
66 H 3.2218 1.6558 4.7924  0.0696
67 H 3.0848 -1.1635 0.0698  -0.1420
68 H -3.1343 -3.1882 -1.8948  0.2140
69 H 2.7497 -2.1295 -4.5251  0.1831
70 O -0.3992 -0.6209 -1.3818  0.2672
71 O -0.4107 -0.9880 -6.9888  -0.5355
72 H 1.5346 0.8336 -0.0054  -0.5303
73 H 2.5089 -3.4609 -5.6300  0.3017
74 C 2.4194 0.9271 4.8463  -0.3351
75 H -1.6078 0.6972 -5.4610  -0.2401
76 O 5.2036 2.7196 1.4851  -0.3640
77 C 4.8787 2.5419 2.7881  0.7584
78 C -0.8618 5.7248 1.9994  -1.4400
79 H -3.3479 5.9972 1.2336  0.3244
80 H -3.4812 0.2651 2.6585  0.3055
81 C 5.9473 -3.0285 0.8932  0.6720
82 O -0.5503 -4.8286 -1.6245  -0.5225
83 O -0.9084 2.3870 -8.7658  -0.5611
84 C -1.9864 4.8004 2.3824  0.6142
85 H 4.9283 -0.2686 1.7968  -0.6939
86 H -5.8949 -1.9418 3.8318  0.2459
87 H 0.2111 0.9402 4.4783  0.1260
88 H 3.9365 5.0884 2.1709  0.3111
89 H 3.4201 -4.8044 -0.8904  0.2510
90 O -4.8450 -1.7566 2.0593  -0.3719
91 C 5.2822 -1.1879 -0.2108  0.6711
92 O 2.6830 -1.4860 2.4314  -0.4395
93 C 5.6648 -0.7742 1.1690  0.4660
94 H -1.0007 6.7283 2.4104  0.4263
95 H 1.6030 -4.1489 1.4808  0.2755
96 O -4.0640 -1.0120 -3.9561  -0.4594
97 C -3.4029 5.1688 1.9445  -0.5871
98 H -1.3385 0.1037 0.3878  -0.2890
99 H 0.1279 5.3430 2.2435  0.1149
100 O -0.2887 -2.4998 -5.3629  -0.3264
101 C 2.5544 -5.1018 -0.2968  -0.4557
102 O 3.7701 3.2120 3.1158  -0.3361
103 H 4.5435 4.2033 0.1336  0.4028
104 C -0.8600 2.8440 -5.3811  0.0575
105 O 6.2223 -4.1606 1.1078  -0.5407
106 H 0.6202 -3.9858 -4.2678  0.3340
107 H -2.2007 -3.2615 -3.4386  -0.0062
108 C 0.4851 -4.6300 -1.0609  0.3998
109 H -3.1190 -0.9301 -1.9941  0.0818
110 C 2.0136 -2.6008 -5.1765  -0.3373
111 C -0.3612 -0.1060 -0.0392  0.0161
112 O -2.9753 -1.8694 0.8727  -0.3609
113 H 0.1112 1.9585 0.3854  -0.1303
114 H 3.4969 2.7867 0.3250  -0.1946
115 H 1.1878 2.1847 3.5036  0.0829
116 O 0.3197 1.4522 -1.5694  -0.5242

Properties
- Energy above the lowest of the compared OMol25 structures with the same formula, charge and spin: 0.0 kJ/mol
- Total energy: -104640.969 eV
- E_HOMO: -9.856 eV
- Max |F|: 0.07728 Eh/bohr
- SMILES: C[C@H]1COC(=O)O1.C[C@H]1COC(=O)O1.O=C1OCCO1.O=C1OCCO1.O=C1OCCO1.O=C1OCCO1.O=C1OCCO1.O=C1OCCO1.O=C1OCCO1.O=C1OCCO1.O=C1OCCO1

=====

Entry 2:
C35H49FN4O8ReSSi | ωB97M-V with the def2-TZVPD basis set

Last column: Mulliken charge in e.
CARTESIAN COORDINATES (ANGSTROEM)
1 H -3.0766 -2.6068 7.8369  0.2637
2 H 0.5537 4.5889 -2.3438  0.3444
3 H 6.0883 -3.5700 7.6000  0.3378
4 N 5.3417 -3.2084 7.0065  -0.1327
5 H -3.0942 -1.0345 6.9227  0.3586
6 O -3.4951 -0.0968 1.1794  -0.4123
7 C -3.8296 2.4740 -0.8323  0.3354
8 N 3.5441 -2.3440 5.4266  0.4219
9 C -3.6737 -0.1600 -5.0473  -1.4886
10 H 0.9295 0.7875 -6.4605  0.3148
11 C -1.4625 -2.4300 6.3460  -0.3237
12 H 2.6565 0.7863 -6.8222  0.5681
13 C 0.0026 -1.6410 4.5185  0.1022
14 C -3.5796 -0.5943 2.3994  0.2277
15 H -0.7466 -0.7954 -6.7720  0.1636
16 H 4.4835 -4.9778 6.2714  0.4152
17 C -1.0737 -1.6585 7.5728  -0.3956
18 C 3.5002 -0.0796 -4.3134  -1.8358
19 H 2.1300 -2.3966 -4.8774  0.3150
20 C -0.4517 3.5132 -3.9205  2.0330
21 H -0.6941 -0.6564 7.4235  0.2334
22 H -2.4401 2.7453 -3.5519  -0.0133
23 C -1.0137 -0.6644 2.4810  1.8866
24 H -1.1820 2.7150 -5.7964  0.0650
25 H -0.8461 -2.0964 -4.5565  0.2324
26 H -4.2028 5.7090 -0.0043  0.4629
27 H -2.2269 -1.8272 -3.4673  0.1730
28 O -4.6197 -0.7806 2.9717  -0.6607
29 H 0.4228 3.4662 -5.8965  0.3597
30 H 3.6565 -4.0820 4.2557  0.4943
31 H -3.3136 -1.6596 4.7447  0.7580
32 H -1.0169 4.4749 -5.7568  0.5438
33 H 0.0348 5.6021 -3.7040  0.3908
34 S -0.4651 -0.1095 -1.6085  -0.1293
35 C -4.3556 1.3437 -1.6713  0.5968
36 Si -0.1433 0.7233 -3.6613  -0.6200
37 H -1.2053 2.8350 1.0990  0.5267
38 C 0.4509 4.6323 -3.4291  -1.8634
39 C 2.0322 -1.6194 -5.6356  -1.5119
40 C -2.5200 -1.8883 7.2539  -1.0114
41 C -2.3395 -1.4755 4.3113  -0.4233
42 H -4.3002 -0.8857 -5.5671  0.5067
43 H 1.0694 -1.7374 -6.1333  0.2381
44 C 5.0727 -4.1595 5.8638  -0.8799
45 H -1.9964 0.4102 -7.1235  0.3266
46 O -5.3164 1.4608 -2.3734  -0.5969
47 H 4.3087 -0.1524 -5.0415  0.4473
48 C -1.8228 3.6018 -3.2704  -1.1531
49 H -0.6255 -2.2052 8.3904  0.3254
50 C 2.3923 -1.9026 4.6969  -1.4471
51 H 6.4900 -1.9573 5.7933  0.3636
52 H 3.8666 -0.6361 6.5801  0.4092
53 H -5.3007 3.8972 -1.3776  0.5843
54 H -2.4606 -2.6621 -5.0039  0.5401
55 C 4.3255 -3.3948 4.7692  -0.4419
56 O 0.1904 2.2869 -3.4795  -0.2294
57 H 6.0320 -4.5422 5.5216  0.3802
58 H 2.0342 1.8385 -5.5465  0.2124
59 N -2.7146 2.1826 -0.1435  -0.1761
60 H -2.1067 5.1602 1.2317  0.4769
61 C 1.9253 0.8613 -6.0171  -1.4092
62 H 1.4420 4.5430 -3.8737  0.4390
63 O -3.6121 0.2459 -1.5630  -0.6439
64 C -2.2120 -0.5375 -5.1979  1.7076
65 H 5.0203 -2.9930 4.0249  0.3779
66 H -3.8578 0.8233 -5.4820  0.2862
67 H 3.6363 -0.8582 -3.5626  0.3680
68 C -1.9110 -1.8593 -4.5116  -1.3962
69 O -1.4440 0.5298 -4.5689  0.9581
70 H 1.5545 -0.4558 1.7271  0.6680
71 C -1.8055 -0.5595 -6.6626  -1.5797
72 H 1.0403 -2.5186 6.2062  0.5478
73 C 5.6741 -1.8341 6.5026  -0.7930
74 C -0.5628 3.5362 -5.4377  -1.5016
75 O 1.1555 -0.1773 -3.9457  -0.3715
76 H -1.7032 3.6318 -2.1866  0.1737
77 C 2.5153 -1.3075 3.4293  0.0725
78 C 4.4152 -1.2425 5.8590  -0.4155
79 C -4.4007 3.7268 -0.8033  -0.6841
80 H 4.7257 -0.5960 5.0322  0.3743
81 H 3.5584 0.8939 -3.8252  0.3671
82 F 3.7529 -1.1628 2.9247  -0.3464
83 C -2.2731 -0.9128 3.0586  -0.4392
84 H 6.0261 -1.2344 7.3382  0.3936
85 N -1.2758 -1.8121 5.0415  0.2541
86 C -2.6177 4.4118 0.6435  -0.7887
87 C -3.7851 4.7122 -0.0483  -0.3551
88 H -1.3006 -3.5003 6.3290  0.4555
89 C 1.4362 -0.8952 2.7084  -0.7825
90 C 2.1543 -0.2450 -5.0005  1.7439
91 C -2.1058 3.1324 0.5803  -0.3214
92 O -0.8295 -0.1320 1.3447  -0.8891
93 H -3.9647 -0.1459 -3.9993  0.0560
94 C 1.1371 -2.0623 5.2328  -0.7991
95 Re -2.1558 0.2183 -0.2377  1.3693
96 C 0.1540 -1.0618 3.2527  0.9418
97 H -2.3798 -1.3138 -7.2009  0.4992
98 H 2.8174 -1.7593 -6.3791  0.4612
99 H -2.3366 4.5110 -3.5855  0.6215
100 H 4.4956 -3.1470 7.5746  0.3904

Properties
- Spin multiplicity: 2
- Expectation value of S²: 0.835
- Net charge: +2
- Energy above the lowest of the compared OMol25 structures with the same formula, charge and spin: 0.0 kJ/mol
- Total energy: -82983.891 eV
- E_HOMO (spin up / spin down): -12.492 / -12.598 eV
- Max |F|: 0.00360 Eh/bohr